#w
Entry from OMol25: 7 unconnected molecules or ions with the total composition C10H34O7 (the ωB97M-V functional and the def2-TZVPD basis).

## Properties
* total charge: 0
* HOMO level: -0.358 Ha
* LUMO level: 0.38 eV
* 2S+1: 1
* orbital gap: 10.11 eV

Bonds (Å) are listed after each position.
Positions of all 51 atoms, in Å:
1 O 4.326 -0.505 2.000  C15 1.430, H38 0.966
2 O 2.511 3.583 -2.262  C13 1.416, H32 0.960
3 O -0.428 -0.640 -4.942  C9 1.430, H35 0.964
4 O -1.891 -1.430 2.857  C8 1.446, H50 0.961
5 O -5.908 -0.812 2.548  C11 1.435, H48 0.959
6 O -1.250 0.730 0.962  C10 1.402, H42 0.969
7 O -2.489 3.358 0.567  C16 1.413, H41 0.967
8 C -2.317 -2.725 2.373  O4 1.446, C12 1.525, H25 1.091, H33 1.096
9 C -0.041 -0.725 -3.568  O3 1.430, H40 1.088, H43 1.097, H46 1.093
10 C -0.392 0.457 -0.112  O6 1.402, C14 1.521, H34 1.090, H47 1.095
11 C -4.723 -0.040 2.306  O5 1.435, H24 1.083, H28 1.091, H29 1.096
12 C -1.577 -2.977 1.064  C8 1.525, H18 1.093, H19 1.086, H39 1.095
13 C 2.289 2.266 -2.732  O2 1.416, H21 1.093, H27 1.096, H30 1.090
14 C 1.027 0.191 0.366  C10 1.521, H36 1.093, H44 1.091, H51 1.098
15 C 4.858 -0.625 0.678  O1 1.430, C17 1.517, H23 1.093, H31 1.096
16 C -1.641 4.001 -0.364  O7 1.413, H20 1.105, H22 1.084, H49 1.097
17 C 5.263 -2.058 0.389  C15 1.517, H26 1.092, H37 1.094, H45 1.089
18 H -0.511 -2.875 1.283  C12 1.093
19 H -1.881 -2.318 0.257  C12 1.086
20 H -1.978 3.731 -1.382  C16 1.105
21 H 1.660 2.248 -3.626  C13 1.093
22 H -1.744 5.071 -0.219  C16 1.084
23 H 5.760 -0.007 0.672  C15 1.093
24 H -4.099 -0.049 3.193  C11 1.083
25 H -2.045 -3.457 3.136  C8 1.091
26 H 4.494 -2.792 0.642  C17 1.092
27 H 1.783 1.647 -1.984  C13 1.096
28 H -4.174 -0.375 1.424  C11 1.091
29 H -5.078 0.987 2.159  C11 1.096
30 H 3.259 1.802 -2.908  C13 1.090
31 H 4.211 -0.163 -0.076  C15 1.096
32 H 1.779 4.141 -2.533  O2 0.960
33 H -3.394 -2.689 2.172  C8 1.096
34 H -0.333 1.312 -0.785  C10 1.090
35 H 0.310 -0.194 -5.373  O3 0.964
36 H 1.339 0.910 1.127  C14 1.093
37 H 6.071 -2.300 1.085  C17 1.094
38 H 3.500 -1.004 1.978  O1 0.966
39 H -1.657 -4.033 0.785  C12 1.095
40 H 0.650 -1.538 -3.355  C9 1.088
41 H -2.385 2.397 0.533  O7 0.967
42 H -1.496 -0.067 1.455  O6 0.969
43 H 0.338 0.237 -3.202  C9 1.097
44 H 1.819 0.125 -0.383  C14 1.091
45 H 5.657 -2.201 -0.617  C17 1.089
46 H -0.970 -0.764 -2.994  C9 1.093
47 H -0.654 -0.441 -0.680  C10 1.095
48 H -6.444 -0.800 1.753  O5 0.959
49 H -0.606 3.639 -0.358  C16 1.097
50 H -1.906 -1.449 3.818  O4 0.961
51 H 1.109 -0.781 0.871  C14 1.098

#x
Entry from OMol25: 7 unconnected molecules or ions with the total composition C10H34O7 (the ωB97M-V functional and the def2-TZVPD basis).

## Properties
* total charge: 0
* HOMO level: -0.349 Ha
* LUMO level: 0.09 eV
* 2S+1: 1
* orbital gap: 9.60 eV

Bonds (Å) are listed after each position.
Positions of all 51 atoms, in Å:
1 O 0.023 3.153 0.553  C15 1.412, H48 0.969
2 O 1.382 -2.765 -1.774  C8 1.414, H39 0.966
3 O -0.933 0.738 -0.726  H23 0.985, H35 0.971
4 O 0.054 -1.405 0.651  C16 1.431, H50 0.964
5 O -4.970 1.199 0.657  C11 1.416, H22 0.962
6 O 0.696 1.814 -2.807  C10 1.423, H27 0.972
7 O -2.340 -1.074 -2.586  H46 0.965, H51 0.965
8 C 2.760 -2.864 -1.471  O2 1.414, C12 1.522, H38 1.095, H42 1.093
9 C 2.719 0.674 -1.940  C10 1.528, H18 1.089, H19 1.090, H44 1.093
10 C 2.107 1.887 -2.639  O6 1.423, C9 1.528, H24 1.098, H33 1.089
11 C -4.762 -0.050 0.022  O5 1.416, C13 1.535, H40 1.092, H47 1.091
12 C 3.074 -2.647 0.002  C8 1.522, H20 1.093, H36 1.089, H37 1.095
13 C -5.134 -1.218 0.944  C11 1.535, H25 1.095, H31 1.093, H49 1.089
14 C 1.617 3.625 2.273  C15 1.527, H29 1.094, H32 1.092, H34 1.087
15 C 1.342 2.874 0.972  O1 1.412, C14 1.527, H21 1.098, H45 1.094
16 C 0.505 -1.143 1.984  O4 1.431, C17 1.536, H41 1.093, H43 1.091
17 C -0.718 -0.774 2.838  C16 1.536, H26 1.088, H28 1.095, H30 1.088
18 H 2.515 -0.229 -2.515  C9 1.089
19 H 2.347 0.596 -0.919  C9 1.090
20 H 4.148 -2.503 0.142  C12 1.093
21 H 2.037 3.272 0.221  C15 1.098
22 H -4.293 1.350 1.323  O5 0.962
23 H -0.588 0.015 -0.153  O3 0.985
24 H 2.275 2.776 -2.017  C10 1.098
25 H -5.130 -2.179 0.419  C13 1.095
26 H -1.178 0.114 2.407  C17 1.088
27 H 0.324 1.604 -1.934  O6 0.972
28 H -0.418 -0.481 3.849  C17 1.095
29 H 2.629 3.372 2.600  C14 1.094
30 H -1.375 -1.636 2.931  C17 1.088
31 H -4.444 -1.356 1.781  C13 1.093
32 H 0.935 3.296 3.061  C14 1.092
33 H 2.602 2.074 -3.591  C10 1.089
34 H 1.511 4.703 2.187  C14 1.087
35 H -1.535 0.303 -1.351  O3 0.971
36 H 2.692 -3.423 0.663  C12 1.089
37 H 2.689 -1.694 0.379  C12 1.095
38 H 3.331 -2.210 -2.137  C8 1.095
39 H 1.044 -1.968 -1.346  O2 0.966
40 H -3.750 -0.072 -0.386  C11 1.092
41 H 1.155 -0.267 1.930  C16 1.093
42 H 3.125 -3.853 -1.759  C8 1.093
43 H 1.121 -1.899 2.474  C16 1.091
44 H 3.802 0.816 -1.953  C9 1.093
45 H 1.544 1.803 1.070  C15 1.094
46 H -2.062 -1.390 -3.455  O7 0.965
47 H -5.498 -0.091 -0.783  C11 1.091
48 H -0.388 2.406 0.093  O1 0.969
49 H -6.147 -1.072 1.315  C13 1.089
50 H -0.133 -2.342 0.524  O4 0.964
51 H -2.314 -1.858 -2.023  O7 0.965

Stability check: which of them is least stable? #w.

#w
Entry from OMol25: 3 unconnected molecules or ions with the total composition C4H14NO2 (the ωB97M-V functional and the def2-TZVPD basis).

## Properties
* total charge: +1
* HOMO level: -0.555 Ha
* LUMO level: -4.58 eV
* 2S+1: 1
* orbital gap: 10.53 eV

Bonds (Å) are listed after each position.
Positions of all 21 atoms, in Å:
1 O -2.001 1.526 2.259  H8 0.979, H20 0.916
2 O 1.985 -2.375 0.095  H9 1.042, H15 1.071
3 N 0.170 0.162 0.832  C4 1.454, C6 1.314, H21 1.075
4 C -0.084 -0.115 -0.573  N3 1.454, C5 1.543, H17 1.146, H19 1.137
5 C -0.510 1.020 -1.528  C4 1.543, C7 1.600, H13 1.083, H14 1.201
6 C 1.065 -0.252 1.700  N3 1.314, H10 1.104, H18 1.087
7 C -0.536 0.362 -2.986  C5 1.600, H11 1.037, H12 1.069, H16 1.156
8 H -2.631 1.589 1.513  O1 0.979
9 H 1.909 -3.079 0.860  O2 1.042
10 H 1.144 -0.070 2.786  C6 1.104
11 H -1.199 -0.429 -3.079  C7 1.037
12 H -0.785 1.072 -3.746  C7 1.069
13 H -1.440 1.446 -1.172  C5 1.083
14 H 0.147 2.020 -1.626  C5 1.201
15 H 2.759 -2.873 -0.452  O2 1.071
16 H 0.451 -0.197 -3.213  C7 1.156
17 H 0.954 -0.515 -0.846  C4 1.146
18 H 1.976 -0.696 1.308  C6 1.087
19 H -0.762 -0.992 -0.824  C4 1.137
20 H -2.568 1.506 2.978  O1 0.916
21 H -0.627 0.791 1.183  N3 1.075

#x
Entry from OMol25: 2 unconnected molecules or ions with the total composition C4H14NO2 (the ωB97M-V functional and the def2-TZVPD basis).

## Properties
* total charge: +1
* HOMO level: -0.552 Ha
* LUMO level: -2.93 eV
* 2S+1: 1
* orbital gap: 12.08 eV

Bonds (Å) are listed after each position.
Positions of all 21 atoms, in Å:
1 O 0.657 -2.995 -0.106  H12 0.967, H17 0.976
2 O 2.407 1.510 0.247  C7 1.403, H21 0.964
3 N 0.646 -0.357 0.822  C6 1.535, H11 1.027, H16 1.017, H20 1.032
4 C -2.100 -0.380 -0.185  C5 1.531, H9 1.084, H10 1.099, H13 1.081
5 C -1.254 0.896 -0.200  C4 1.531, C6 1.496, H8 1.093, H19 1.094
6 C 0.221 0.653 -0.252  N3 1.535, C5 1.496, C7 1.510, H18 1.087
7 C 1.072 1.872 0.012  O2 1.403, C6 1.510, H14 1.094, H15 1.087
8 H -1.555 1.559 0.615  C5 1.093
9 H -2.064 -0.982 0.716  C4 1.084
10 H -1.844 -1.016 -1.044  C4 1.099
11 H -0.004 -0.308 1.616  N3 1.027
12 H 0.536 -3.885 0.253  O1 0.967
13 H -3.150 -0.167 -0.334  C4 1.081
14 H 0.959 2.563 -0.829  C7 1.094
15 H 0.672 2.365 0.894  C7 1.087
16 H 1.564 -0.085 1.166  N3 1.017
17 H 0.748 -3.182 -1.059  O1 0.976
18 H 0.513 0.110 -1.146  C6 1.087
19 H -1.537 1.455 -1.097  C5 1.094
20 H 0.562 -1.313 0.439  N3 1.032
21 H 2.951 1.686 -0.528  O2 0.964

#y
Entry from OMol25: 2 unconnected molecules or ions with the total composition C4H14NO2 (the ωB97M-V functional and the def2-TZVPD basis).

## Properties
* total charge: +1
* HOMO level: -0.515 Ha
* LUMO level: -3.26 eV
* 2S+1: 1
* orbital gap: 10.75 eV

Bonds (Å) are listed after each position.
Positions of all 21 atoms, in Å:
1 O 1.162 -0.887 3.572  H11 0.981, H20 1.034
2 O 1.532 0.057 -1.494  C4 1.435, H8 0.966
3 N -0.464 0.461 1.033  C5 1.620, H10 1.056, H12 0.992, H17 1.056
4 C 0.115 -0.165 -1.438  O2 1.435, C5 1.543, C6 1.453, H19 1.171
5 C -0.419 0.948 -0.512  N3 1.620, C4 1.543, C7 1.497, H13 1.032
6 C -0.282 -1.560 -1.371  C4 1.453, H15 1.134, H16 1.088, H21 1.028
7 C -1.778 1.506 -0.803  C5 1.497, H9 1.043, H14 1.002, H18 1.130
8 H 2.206 -0.634 -1.547  O2 0.966
9 H -1.846 1.739 -1.817  C7 1.043
10 H -0.575 1.164 1.813  N3 1.056
11 H 2.141 -0.855 3.627  O1 0.981
12 H -1.194 -0.193 1.184  N3 0.992
13 H 0.358 1.627 -0.526  C5 1.032
14 H -2.216 2.264 -0.316  C7 1.002
15 H -0.428 -2.049 -2.383  C6 1.134
16 H -1.359 -1.516 -1.225  C6 1.088
17 H 0.261 -0.181 1.452  N3 1.056
18 H -2.387 0.556 -0.733  C7 1.130
19 H -0.097 0.121 -2.554  C4 1.171
20 H 0.830 -0.888 4.551  O1 1.034
21 H 0.183 -2.110 -0.637  C6 1.028

#z
Entry from OMol25: 2 unconnected molecules or ions with the total composition C4H14NO2 (the ωB97M-V functional and the def2-TZVPD basis).

## Properties
* total charge: +1
* HOMO level: -0.549 Ha
* LUMO level: -2.78 eV
* 2S+1: 1
* orbital gap: 12.15 eV

Bonds (Å) are listed after each position.
Positions of all 21 atoms, in Å:
1 O -1.247 0.274 -1.798  C6 1.455, H15 0.964
2 O 2.487 -0.208 -2.563  H18 0.971, H21 0.948
3 N 0.427 0.251 0.150  C4 1.516, C5 1.542, H8 1.020, H20 1.027
4 C 1.575 -0.064 1.088  N3 1.516, H10 1.096, H16 1.085, H17 1.079
5 C -0.943 -0.321 0.563  N3 1.542, C6 1.506, C7 1.534, H11 1.098
6 C -1.880 0.207 -0.491  O1 1.455, C5 1.506, H12 1.096, H19 1.091
7 C -1.253 0.125 1.998  C5 1.534, H9 1.082, H13 1.091, H14 1.088
8 H 0.344 1.222 -0.154  N3 1.020
9 H -1.411 1.193 2.065  C7 1.082
10 H 2.553 0.063 0.610  C4 1.096
11 H -0.785 -1.407 0.513  C5 1.098
12 H -2.846 -0.306 -0.559  C6 1.096
13 H -0.438 -0.339 2.556  C7 1.091
14 H -2.185 -0.384 2.235  C7 1.088
15 H -1.575 -0.439 -2.358  O1 0.964
16 H 1.525 0.738 1.817  C4 1.085
17 H 1.467 -1.083 1.426  C4 1.079
18 H 3.072 -0.974 -2.674  O2 0.971
19 H -2.118 1.270 -0.425  C6 1.091
20 H 0.704 -0.227 -0.716  N3 1.027
21 H 2.528 0.409 -3.282  O2 0.948

Stability check: which of them is least stable? #w.

#w
Entry from OMol25: 3 unconnected molecules or ions with the total composition C4H14NO2 (the ωB97M-V functional and the def2-TZVPD basis).

## Properties
* total charge: +1
* HOMO level: -0.507 Ha
* LUMO level: -3.01 eV
* 2S+1: 1
* orbital gap: 10.79 eV

Bonds (Å) are listed after each position.
Positions of all 21 atoms, in Å:
1 O -0.083 2.975 -1.280  H10 0.979, H17 0.961
2 O -2.951 -0.469 1.734  H12 0.993, H18 0.975
3 N -1.039 -0.052 -0.243  C6 1.523, H8 1.042, H16 1.085, H21 1.035
4 C 0.330 -1.114 1.459  C6 1.301, H13 1.206, H15 1.141
5 C 1.444 0.025 -0.436  C6 1.454, C7 1.516, H19 1.137, H20 1.070
6 C 0.311 -0.441 0.346  N3 1.523, C4 1.301, C5 1.454
7 C 1.983 -1.069 -1.336  C5 1.516, H9 1.019, H11 1.186, H14 1.133
8 H -1.354 -0.275 -1.211  N3 1.042
9 H 1.547 -1.027 -2.256  C7 1.019
10 H 0.817 3.248 -1.010  O1 0.979
11 H 3.166 -1.099 -1.266  C7 1.186
12 H -2.805 -1.052 2.525  O2 0.993
13 H -0.402 -0.821 2.371  C4 1.206
14 H 1.883 -2.054 -0.786  C7 1.133
15 H 1.309 -1.592 1.799  C4 1.141
16 H -1.776 -0.363 0.489  N3 1.085
17 H -0.515 3.795 -1.536  O1 0.961
18 H -3.884 -0.745 1.796  O2 0.975
19 H 1.015 0.769 -1.181  C5 1.137
20 H 2.150 0.385 0.284  C5 1.070
21 H -1.145 0.977 -0.262  N3 1.035

#x
Entry from OMol25: 2 unconnected molecules or ions with the total composition C4H14NO2 (the ωB97M-V functional and the def2-TZVPD basis).

## Properties
* total charge: +1
* HOMO level: -0.542 Ha
* LUMO level: -3.01 eV
* 2S+1: 1
* orbital gap: 11.75 eV

Bonds (Å) are listed after each position.
Positions of all 21 atoms, in Å:
1 O -2.442 0.808 2.427  H11 0.975, H13 0.963
2 O -0.205 1.284 -1.808  C5 1.432, H18 0.962
3 N -0.989 -0.209 0.394  C7 1.516, H10 1.010, H19 1.021, H20 1.043
4 C 0.746 -0.940 -2.029  C5 1.515, H9 1.083, H12 1.089, H21 1.104
5 C 0.727 0.355 -1.242  O2 1.432, C4 1.515, C7 1.528, H16 1.098
6 C 1.369 -0.636 1.020  C7 1.505, H8 1.086, H14 1.088, H17 1.097
7 C 0.442 0.272 0.258  N3 1.516, C5 1.528, C6 1.505, H15 1.093
8 H 1.336 -0.561 2.103  C6 1.086
9 H 0.826 -0.719 -3.086  C4 1.083
10 H -0.935 -1.205 0.238  N3 1.010
11 H -2.492 0.661 3.389  O1 0.975
12 H 1.533 -1.576 -1.625  C4 1.089
13 H -2.978 1.526 2.075  O1 0.963
14 H 1.328 -1.660 0.655  C6 1.088
15 H 0.498 1.298 0.628  C7 1.093
16 H 1.724 0.788 -1.389  C5 1.098
17 H 2.357 -0.296 0.685  C6 1.097
18 H 0.234 2.137 -1.880  O2 0.962
19 H -1.602 0.136 -0.347  N3 1.021
20 H -1.321 0.073 1.342  N3 1.043
21 H -0.156 -1.537 -1.809  C4 1.104

Stability check: which of them is least stable? #w.